Entry 1:
C4H7NOS in the gas phase. Source: OMol25; level of theory: wB97M-V/def2-TZVPD.

- molar mass (g/mol) = 117.2
- maximum force (eV/A) = 6.18
- energy relative to the best compared isomer or geometry (same formula, charge and spin) (kJ/mol) = 334.4
- E_tot (hartree) = -684.67969
- Kohn-Sham gap (eV) = 8.75

```
14
Properties=species:S:1:pos:R:3:forces:R:3
H -1.71701 1.47428 0.34781 0.909 -2.264 -0.947
C -0.84705 0.76996 0.00598 -0.570 1.401 0.969
H 2.48722 1.77147 -0.54508 -2.874 -3.426 1.642
H 1.17097 -1.08161 0.03889 1.803 1.614 -0.048
C 0.30049 1.40265 0.09790 5.024 3.487 -0.874
N 1.70909 0.95451 -0.19800 -0.913 1.972 -0.865
O -0.80617 -0.53307 -0.38225 -2.393 -0.528 0.975
H 0.54255 2.53057 0.25005 -1.896 -1.983 0.100
C -1.93989 -1.40802 0.05466 1.088 0.088 -1.758
S 3.62352 -0.75630 0.00720 0.840 -0.739 -0.118
H -2.43542 -1.09178 0.95985 0.514 0.161 0.644
H -2.73668 -1.26845 -0.73165 0.931 -0.915 0.536
H -1.41843 -2.42691 0.14885 -1.424 1.442 -0.289
C 2.06682 -0.33731 -0.05421 -1.039 -0.312 0.033
```
Forces are in eV/Å.

Results of the Mulliken charge analysis, in e, for atoms 1 through 2: number 1, H, carries 0.272; number 2, C, carries 0.090

***

Entry 2:
2 unconnected molecules or ions with the total composition C4H7NOS. Source: OMol25; level of theory: wB97M-V/def2-TZVPD.

- molar mass (g/mol) = 117.2
- maximum force (eV/A) = 4.38
- <S²> = 2.008
- energy relative to the best compared isomer or geometry (same formula, charge and spin) (kJ/mol) = 139.0
- spin multiplicity = 3
- E_tot (hartree) = -684.60973
- Kohn-Sham gap (alpha / beta) (eV) = 7.13 / 8.74

```
14
Properties=species:S:1:pos:R:3:forces:R:3
H -2.10156 -0.66413 -0.37501 0.482 1.863 0.838
C -1.74465 0.41900 -0.56315 -2.047 -1.841 -1.386
C -0.27691 0.57965 -0.60681 0.168 1.970 -1.360
H -2.12489 0.49219 -1.63675 0.277 0.558 1.323
O 0.82726 0.24086 2.83215 -0.379 0.097 -0.887
H -0.22106 1.49996 -1.30471 0.887 -1.148 1.376
N 0.28928 0.90763 0.69703 0.354 4.097 -1.513
S 3.01816 -1.31022 -0.12509 -2.923 -1.205 -0.617
H 1.71572 -3.19038 -0.03723 -0.773 0.284 -0.259
H -2.09290 1.25688 0.08821 -0.606 -1.139 -0.517
H 0.24473 -0.20829 -1.10908 0.335 -0.533 0.011
C 1.60354 -2.12599 -0.34590 3.842 0.775 0.869
C 0.41457 0.10867 1.70710 0.479 -1.066 1.742
H 0.44872 1.99416 0.77926 -0.097 -2.712 0.381
```
Forces are in eV/Å.

Results of the Mulliken charge analysis, in e, for atoms 1 through 2: number 1, H, carries 0.276; number 2, C, carries -1.054

***

Entry 3:
C4H7NOS2 in the gas phase. Source: OMol25; level of theory: wB97M-V/def2-TZVPD.

- molar mass (g/mol) = 149.2
- maximum force (eV/A) = 2.05
- energy relative to the best compared isomer or geometry (same formula, charge and spin) (kJ/mol) = 233.9
- E_tot (hartree) = -1082.90575
- Kohn-Sham gap (eV) = 9.53

```
15
Properties=species:S:1:pos:R:3:forces:R:3
S -2.54446 -0.62690 -0.39208 -0.288 1.259 0.239
N 1.84257 0.95422 -0.59310 1.288 0.547 -0.795
H -0.51148 -1.51708 1.37305 0.119 -0.407 -0.369
C -1.07479 0.47298 -0.64729 -0.356 0.122 0.295
H -1.39396 1.51343 -0.82359 0.027 -0.527 -0.013
H -0.56935 0.94403 1.45837 -0.563 -0.218 -0.288
H -0.62847 0.09535 -1.57493 0.237 0.145 0.439
H 0.94845 -0.70783 1.94107 -0.134 -0.449 -0.513
C -0.14114 0.45907 0.57687 0.549 -0.488 0.287
S 1.32857 -1.72390 -0.22239 0.324 -0.092 -0.417
O 0.99953 1.31962 0.39578 -1.101 -0.156 0.322
C 2.07556 -0.25788 -0.87156 -1.024 -0.170 0.182
H -3.39986 0.35710 0.06531 0.636 -0.770 -0.267
C 0.34824 -0.94278 1.03825 -0.123 1.751 1.054
H 2.72061 -0.33942 -1.72374 0.410 -0.548 -0.156
```
Forces are in eV/Å.

Results of the Mulliken charge analysis, in e, for atoms 1 through 2: number 1, S, carries -0.219; number 2, N, carries -0.353

***

Entry 4:
C4H7NOS2 in the gas phase. Source: OMol25; level of theory: wB97M-V/def2-TZVPD.

- molar mass (g/mol) = 149.2
- maximum force (eV/A) = 1.96
- energy relative to the best compared isomer or geometry (same formula, charge and spin) (kJ/mol) = 129.8
- E_tot (hartree) = -1082.94540
- Kohn-Sham gap (eV) = 8.74

```
15
Properties=species:S:1:pos:R:3:forces:R:3
C 0.55802 0.66817 0.01020 0.451 -0.076 -0.152
O -1.28811 2.18548 0.05560 0.340 -1.070 -0.188
C -0.88369 1.04645 0.20747 -0.403 0.431 0.960
H 2.62137 -1.82134 1.06700 -0.043 0.348 -0.809
S -2.21238 -1.28953 -0.47904 -0.241 0.510 0.283
H -2.62406 0.37946 1.25018 0.665 -0.439 -0.299
C -1.70254 -0.06132 0.80808 -1.102 0.119 -0.225
H 0.91181 2.72480 -0.44135 0.241 -1.136 -0.331
N 0.89743 -0.51445 0.37704 0.527 0.450 -0.531
S 2.52578 -0.97188 -0.00834 -0.483 -0.248 1.178
C 1.44233 1.73218 -0.52538 -0.563 1.842 0.383
H 1.65172 1.57178 -1.58322 0.486 -0.005 0.122
H 2.31264 1.88995 0.12851 0.159 -0.594 -0.599
H -1.26980 -2.20112 -0.25631 0.271 -0.012 0.107
H -1.07981 -0.55646 1.54679 -0.305 -0.120 0.101
```
Forces are in eV/Å.

Results of the Mulliken charge analysis, in e, for atoms 1 through 2: number 1, C, carries 0.709; number 2, O, carries -0.575

***

Entry 5:
C4H7NOS2 in the gas phase. Source: OMol25; level of theory: wB97M-V/def2-TZVPD.

- molar mass (g/mol) = 149.2
- maximum force (eV/A) = 4.22
- energy relative to the best compared isomer or geometry (same formula, charge and spin) (kJ/mol) = 521.3
- E_tot (hartree) = -1082.79630
- Kohn-Sham gap (alpha / beta) (eV) = 6.69 / 6.70

```
15
Properties=species:S:1:pos:R:3:forces:R:3
C -2.83905 -0.50323 0.37946 -0.081 0.718 -1.284
H 3.97892 -0.59831 -1.31634 0.040 0.335 -0.421
S 3.41077 0.60975 -1.12578 -0.140 -0.650 0.607
O -2.18040 0.77399 0.45163 -0.390 0.145 -0.039
H -1.10772 0.56464 -1.45131 -0.616 0.537 1.765
H -3.60395 -0.45031 1.20289 0.856 -0.602 -1.065
N 2.94331 -2.46179 0.76932 -0.944 1.526 -0.788
C 2.58768 -1.38138 0.46691 1.420 -3.655 1.559
C 2.48512 -0.03565 0.28821 -1.964 3.025 -1.062
H 0.83990 1.78617 0.63579 0.740 1.092 0.220
H -3.27737 -0.59677 -0.69146 0.369 -0.080 1.910
H -1.99971 -1.19981 0.48802 -0.799 -0.617 0.344
C -1.16728 0.98314 -0.37851 2.416 0.509 -1.223
S 0.70177 0.50342 0.52682 0.285 -2.007 0.262
H -0.77198 2.00614 -0.24564 -1.193 -0.277 -0.785
```
Forces are in eV/Å.

Results of the Mulliken charge analysis, in e, for atoms 1 through 2: number 1, C, carries -0.530; number 2, H, carries 0.155

***

Entry 6:
C4H7NOSi in the gas phase. Source: OMol25; level of theory: wB97M-V/def2-TZVPD.

- molar mass (g/mol) = 113.2
- maximum force (eV/A) = 3.64
- energy relative to the best compared isomer or geometry (same formula, charge and spin) (kJ/mol) = 146.4
- E_tot (hartree) = -576.08345
- Kohn-Sham gap (eV) = 8.58

```
14
Properties=species:S:1:pos:R:3:forces:R:3
H -0.12916 -1.94596 0.09698 0.801 0.416 0.205
C -2.24892 0.51828 -0.02420 0.432 0.033 0.375
N -1.03180 1.26216 -0.01255 -1.273 -3.407 0.020
H -3.25998 0.87543 -0.13208 0.330 0.694 0.071
C -1.92437 -0.80667 0.13049 -2.468 0.089 -0.466
H -2.69841 -1.61980 0.23135 1.126 1.048 -0.260
H -0.79661 2.17220 -0.26266 -0.192 1.720 -0.325
H 3.33492 1.12684 0.42533 1.548 0.404 0.606
H 2.96006 -0.39225 -1.42737 -0.166 0.308 0.414
Si 2.62600 -0.01813 -0.00147 -0.291 -0.712 -1.415
C -0.54136 -0.94823 0.09511 0.284 -0.439 0.048
C -0.03784 0.32623 0.01885 -0.069 -0.749 0.662
H 2.54031 -1.31071 0.66031 0.344 -0.199 0.601
O 1.20717 0.76060 0.20190 -0.405 0.792 -0.535
```
Forces are in eV/Å.

Results of the Mulliken charge analysis, in e, for atoms 1 through 2: number 1, H, carries 0.342; number 2, C, carries -0.579